Record 1
{"formula": "C69H90N11O4S", "method": "ωB97M-V with the def2-TZVPD basis set", "charge": 9, "e_homo_ha": -0.89490, "e_lumo_ha": -0.66225, "de_lowest_kcal_mol": 106.5, "gap_ev": 6.33, "symbols": ["C", "H", "C", "H", "H", "H", "C", "N", "H", "C", "N", "C", "H", "H", "H", "C", "H", "C", "C", "H", "C", "N", "C", "C", "C", "H", "C", "H", "H", "C", "H", "O", "H", "H", "H", "H", "C", "H", "C", "H", "H", "C", "C", "O", "H", "C", "C", "H", "H", "H", "H", "H", "H", "H", "H", "C", "H", "H", "H", "H", "H", "H", "H", "H", "C", "H", "H", "H", "H", "H", "N", "C", "H", "H", "H", "H", "C", "C", "C", "H", "C", "N", "N", "H", "C", "H", "H", "H", "H", "H", "C", "C", "H", "C", "H", "H", "H", "C", "C", "C", "H", "H", "C", "H", "C", "H", "H", "C", "C", "C", "C", "H", "N", "C", "C", "C", "C", "C", "C", "H", "C", "H", "C", "H", "H", "H", "C", "C", "C", "H", "C", "C", "H", "O", "C", "C", "H", "C", "H", "C", "H", "C", "H", "S", "C", "N", "H", "C", "H", "C", "C", "H", "O", "H", "C", "H", "C", "H", "C", "H", "H", "H", "C", "H", "H", "H", "C", "N", "C", "N", "H", "C", "H", "H", "N"], "positions_angstrom": [[-4.230, -1.715, -3.854], [0.504, 4.216, 4.382], [-5.180, -3.439, 3.537], [2.380, 0.232, -10.599], [10.828, -3.011, 4.689], [-0.974, 1.802, -10.661], [1.466, -0.333, -7.287], [0.660, 0.968, -9.687], [0.872, -0.356, 4.738], [0.524, 2.104, 4.068], [-2.238, 7.641, 1.759], [1.546, -0.733, -4.668], [1.243, -0.635, 2.987], [-1.782, 9.673, 1.299], [-1.714, 2.776, 1.139], [4.465, 6.167, 1.193], [-3.178, 4.486, 1.630], [-4.690, -5.603, 4.432], [-0.440, 6.187, 2.544], [-5.949, -3.131, 7.585], [-2.995, -3.874, 1.554], [2.341, -3.869, 2.381], [0.041, 1.509, -10.930], [7.367, -3.910, 3.039], [10.189, -2.137, 4.566], [-8.503, 0.514, -0.098], [-2.605, 5.301, 2.047], [-0.757, 3.960, -2.712], [-1.791, -3.260, -0.133], [6.169, 4.358, 2.249], [3.860, 6.957, 0.775], [-0.766, 0.039, -0.509], [7.831, 7.052, 2.876], [-4.491, -6.948, 1.731], [3.100, -1.063, -8.604], [-6.182, -0.798, -3.636], [-3.530, -0.419, -4.462], [2.795, 6.089, -1.236], [-0.918, 7.465, 2.196], [-1.558, -4.517, -2.023], [7.252, -4.721, 2.335], [-7.251, 0.893, -1.750], [-3.938, -6.098, 1.361], [-0.212, -2.188, -1.316], [4.036, -3.569, -2.663], [-6.664, -3.674, 6.967], [-3.192, -6.264, 0.230], [10.723, -1.562, 3.809], [-2.805, 8.888, 0.138], [-2.743, -2.980, 2.106], [0.393, -3.057, 2.962], [2.725, -2.809, -7.073], [8.503, 5.347, 2.969], [-0.324, 8.338, 2.421], [-3.381, 9.430, 1.722], [-3.829, -4.876, 2.084], [-4.397, -2.099, -0.405], [-5.055, -2.593, 2.879], [-2.377, -6.091, -2.126], [0.631, 2.375, -11.231], [-7.124, -4.537, 7.449], [1.740, -1.186, -2.554], [-6.937, 1.683, -2.432], [-0.477, 2.149, -2.387], [-4.560, -4.637, 3.358], [-2.022, 0.037, -2.870], [-1.346, 3.203, -1.365], [0.593, 6.175, 2.857], [0.613, -4.760, 3.147], [0.773, 5.278, -2.298], [0.737, 3.503, -1.294], [-5.395, -1.242, -3.026], [1.045, 0.201, -4.460], [-0.376, -1.014, 3.504], [-4.690, 1.626, -2.518], [-5.756, -2.155, -2.552], [2.589, -2.254, -6.157], [0.480, -0.376, 3.721], [7.764, -1.790, 4.626], [-4.508, -2.384, -4.670], [-5.949, -3.116, 4.713], [2.628, -2.632, -3.769], [-2.484, -5.240, -0.237], [-5.422, -5.952, 6.358], [4.365, -4.623, 3.265], [-0.347, 0.658, -6.539], [5.612, -1.494, 4.662], [2.636, 2.615, 1.288], [7.927, -0.995, 5.339], [-3.533, -2.348, -3.305], [0.368, 0.557, -7.343], [-3.077, 6.623, 1.729], [4.688, -1.478, 2.072], [6.468, -2.039, 4.293], [0.603, 1.821, -0.187], [-7.443, -2.942, 6.756], [5.983, 7.569, 1.882], [-2.568, 8.924, 1.202], [-1.822, -5.419, -1.472], [1.904, -1.019, -5.973], [-4.227, -6.562, 4.256], [-5.651, 0.693, -0.193], [-1.284, 5.036, 2.442], [-2.516, 1.374, -3.791], [2.840, -3.060, -5.031], [-4.108, 0.262, -5.087], [0.343, 0.827, -11.725], [2.913, -2.774, 1.863], [6.300, -3.127, 3.450], [7.652, 6.008, 3.131], [4.051, 4.775, 1.066], [-6.575, -0.804, -0.768], [8.793, -2.535, 4.214], [0.846, -3.926, 2.485], [-0.824, 3.699, 2.786], [4.963, -3.413, 2.953], [-0.823, 1.259, 2.394], [-1.125, 2.581, 2.023], [-3.989, 0.816, -2.318], [-6.347, -2.135, 4.922], [0.193, 3.407, 3.737], [-2.748, -0.773, -5.134], [1.859, 0.279, -9.655], [6.875, 3.699, 2.733], [-3.458, 1.154, -1.428], [-1.136, 0.425, 1.784], [-2.376, -4.030, 0.348], [1.300, 4.687, -1.563], [-0.470, 3.173, -2.014], [9.579, -3.975, 3.016], [1.983, -1.500, -3.558], [-8.396, 1.349, -0.789], [4.998, -5.312, 3.804], [1.435, -0.677, -0.391], [1.128, 2.757, -0.308], [8.649, -3.577, 3.395], [-4.070, 6.725, 1.316], [-2.908, 0.460, -3.345], [4.759, 2.860, 1.634], [-5.381, -5.189, 5.595], [-3.206, -7.144, -0.395], [3.045, -4.899, 2.880], [2.393, -4.321, -2.636], [0.054, -1.113, -0.346], [2.925, 4.401, 0.214], [6.452, 5.664, 2.363], [-2.953, -1.333, -1.200], [-3.968, -1.191, -0.829], [-7.730, 0.224, -2.466], [4.209, -2.428, 2.259], [2.237, -0.424, -8.495], [7.301, 5.986, 4.163], [-0.137, -1.663, 1.019], [3.259, -4.046, -5.167], [2.192, 3.244, 0.530], [-0.841, -5.830, -1.236], [2.399, 5.168, -0.834], [2.282, -1.987, 1.477], [-6.124, 0.157, -1.016], [10.195, -1.590, 5.509], [2.432, -5.684, 3.300], [1.260, 1.856, 4.819], [5.710, 6.533, 1.744], [2.800, -2.782, -1.704], [-8.176, 2.275, -0.257], [-0.978, 1.633, -8.660], [4.990, 3.914, 1.689], [-5.979, -3.997, 5.699], [2.963, -3.392, -2.593], [0.012, 1.029, 3.465], [-3.727, -0.578, 0.040], [-0.056, 1.076, -8.582], [0.496, -4.311, 1.527], [-9.368, 1.587, -1.221], [-4.892, -0.391, -1.843]]}

---

Record 2
{"formula": "C23H19Cl4I2N4O2SSiTa", "method": "ωB97M-V with the def2-TZVPD basis set", "charge": 1, "e_homo_ha": [-0.37100, -0.39714], "e_lumo_ha": [-0.10787, -0.12397], "de_lowest_kcal_mol": 4.9, "spin_multiplicity": 2, "gap_ev": [7.16, 7.43], "symbols": ["C", "H", "C", "H", "H", "C", "Si", "N", "H", "N", "C", "H", "I", "H", "N", "H", "H", "N", "H", "C", "H", "C", "C", "H", "C", "H", "C", "C", "C", "H", "H", "C", "C", "O", "C", "C", "C", "C", "Cl", "H", "Cl", "C", "S", "O", "C", "C", "H", "C", "I", "Cl", "H", "C", "Ta", "H", "Cl", "C", "H"], "positions_angstrom": [[2.380, -2.490, -4.560], [-0.187, 2.864, 3.012], [-2.109, 2.483, -0.791], [2.654, -2.260, 4.956], [1.172, -0.841, -5.213], [3.659, 1.252, 1.215], [-2.427, -0.824, -0.105], [-0.813, 2.163, -0.921], [2.564, -3.458, -1.311], [0.970, -1.034, 1.685], [4.350, 1.451, 2.401], [3.480, -4.083, -3.566], [4.571, 0.298, -0.399], [-1.527, 1.483, 1.543], [-0.566, 1.209, 1.744], [-3.697, 3.870, -1.090], [-2.767, 1.779, -0.308], [1.477, -1.889, -2.081], [0.721, -0.680, 5.018], [1.512, -1.446, -4.386], [-0.719, 0.826, 3.833], [3.699, 2.011, 3.491], [2.327, -2.932, -2.222], [0.016, 3.168, 1.281], [2.018, -1.879, 1.667], [5.387, 1.156, 2.479], [2.636, -2.348, 2.806], [-2.643, 3.679, -1.233], [-1.824, 4.601, -1.855], [-2.201, 5.547, -2.218], [1.844, 2.783, 4.255], [1.671, 2.171, 2.212], [1.042, -1.120, -3.101], [1.027, -1.625, -0.843], [2.360, 2.364, 3.399], [-0.488, 4.268, -2.004], [-0.020, 3.057, -1.534], [2.180, -1.927, 4.043], [0.613, 5.342, -2.774], [1.019, 2.788, -1.653], [-3.705, 0.021, 1.365], [2.801, -3.252, -3.456], [-0.005, 0.154, -2.709], [1.629, 1.406, -0.026], [1.110, -1.053, 4.080], [-0.647, 0.281, 2.890], [2.743, -2.730, -5.550], [0.533, -0.634, 2.897], [4.723, 2.268, 5.286], [-3.535, -0.649, -1.844], [3.477, -3.020, 2.710], [0.205, 2.451, 2.079], [0.133, 0.050, -0.141], [-1.555, -0.313, 2.774], [-2.458, -2.842, 0.376], [2.322, 1.625, 1.099], [2.372, -2.169, 0.694]]}

---

What did the second record say?
{"formula": "C23H19Cl4I2N4O2SSiTa", "method": "ωB97M-V with the def2-TZVPD basis set", "charge": 1, "e_homo_ha": [-0.37100, -0.39714], "e_lumo_ha": [-0.10787, -0.12397], "de_lowest_kcal_mol": 4.9, "spin_multiplicity": 2, "gap_ev": [7.16, 7.43], "symbols": ["C", "H", "C", "H", "H", "C", "Si", "N", "H", "N", "C", "H", "I", "H", "N", "H", "H", "N", "H", "C", "H", "C", "C", "H", "C", "H", "C", "C", "C", "H", "H", "C", "C", "O", "C", "C", "C", "C", "Cl", "H", "Cl", "C", "S", "O", "C", "C", "H", "C", "I", "Cl", "H", "C", "Ta", "H", "Cl", "C", "H"], "positions_angstrom": [[2.380, -2.490, -4.560], [-0.187, 2.864, 3.012], [-2.109, 2.483, -0.791], [2.654, -2.260, 4.956], [1.172, -0.841, -5.213], [3.659, 1.252, 1.215], [-2.427, -0.824, -0.105], [-0.813, 2.163, -0.921], [2.564, -3.458, -1.311], [0.970, -1.034, 1.685], [4.350, 1.451, 2.401], [3.480, -4.083, -3.566], [4.571, 0.298, -0.399], [-1.527, 1.483, 1.543], [-0.566, 1.209, 1.744], [-3.697, 3.870, -1.090], [-2.767, 1.779, -0.308], [1.477, -1.889, -2.081], [0.721, -0.680, 5.018], [1.512, -1.446, -4.386], [-0.719, 0.826, 3.833], [3.699, 2.011, 3.491], [2.327, -2.932, -2.222], [0.016, 3.168, 1.281], [2.018, -1.879, 1.667], [5.387, 1.156, 2.479], [2.636, -2.348, 2.806], [-2.643, 3.679, -1.233], [-1.824, 4.601, -1.855], [-2.201, 5.547, -2.218], [1.844, 2.783, 4.255], [1.671, 2.171, 2.212], [1.042, -1.120, -3.101], [1.027, -1.625, -0.843], [2.360, 2.364, 3.399], [-0.488, 4.268, -2.004], [-0.020, 3.057, -1.534], [2.180, -1.927, 4.043], [0.613, 5.342, -2.774], [1.019, 2.788, -1.653], [-3.705, 0.021, 1.365], [2.801, -3.252, -3.456], [-0.005, 0.154, -2.709], [1.629, 1.406, -0.026], [1.110, -1.053, 4.080], [-0.647, 0.281, 2.890], [2.743, -2.730, -5.550], [0.533, -0.634, 2.897], [4.723, 2.268, 5.286], [-3.535, -0.649, -1.844], [3.477, -3.020, 2.710], [0.205, 2.451, 2.079], [0.133, 0.050, -0.141], [-1.555, -0.313, 2.774], [-2.458, -2.842, 0.376], [2.322, 1.625, 1.099], [2.372, -2.169, 0.694]]}

---

Question: Number 1 is which compound?
Answer: C69H90N11O4S